A molecular structure, C45H33F3GeIrNO4P, computed with ωB97M-V/def2-TZVPD.

Spin multiplicity ... 2
E_HOMO (spin up / spin down) ... -0.0291 / -0.0362 hartree
Expectation value of S² ... 0.782
Maximum force ... 0.011 hartree/bohr
Total charge ... -2
E_tot ... -4912.4168 a.u.
ΔE to the lowest compared entry with this formula, charge and spin ... 2.3 kcal/mol

Last column: Mulliken spin population.
Positions of all 89 atoms, in Å:
Ir  -0.89  0.33  -1.68  0.06
C  0.21  -3.28  3.12  0.00
C  -1.09  -2.91  3.44  0.00
C  -1.88  -2.28  2.50  0.00
C  -1.40  -2.02  1.22  0.00
C  -0.10  -2.39  0.91  -0.07
C  0.70  -3.02  1.85  -0.01
P  -2.40  -1.08  -0.02  0.02
C  -4.09  -1.72  0.40  0.00
C  -5.21  -0.89  0.32  0.00
C  -6.49  -1.40  0.44  0.00
C  -6.69  -2.75  0.65  0.00
C  -5.59  -3.60  0.72  0.00
C  -4.31  -3.09  0.59  0.00
C  -2.40  0.59  0.72  0.00
C  -3.03  1.03  1.87  0.00
C  -2.95  2.38  2.21  0.00
C  -2.29  3.25  1.34  0.00
C  -1.67  2.78  0.19  0.00
C  -1.64  1.42  -0.13  0.01
H  0.84  -3.77  3.86  0.00
H  -1.48  -3.10  4.44  0.00
H  -2.89  -1.99  2.76  0.00
H  0.30  -2.16  -0.07  0.06
H  1.72  -3.30  1.59  0.00
H  -5.06  0.17  0.14  0.00
H  -7.34  -0.72  0.38  0.00
H  -7.70  -3.15  0.75  0.00
H  -5.73  -4.66  0.87  0.00
H  -3.46  -3.76  0.65  0.00
H  -3.58  0.34  2.50  0.00
H  -3.42  2.76  3.11  0.00
H  -2.26  4.31  1.56  0.00
H  -1.20  3.49  -0.48  0.00
O  1.99  -0.35  -1.82  0.11
C  2.03  -1.66  -2.11  0.56
C  1.04  -2.57  -2.52  -0.04
C  1.36  -3.94  -2.44  0.20
C  0.48  -4.91  -2.91  -0.02
C  -0.75  -4.56  -3.46  0.09
C  -1.08  -3.23  -3.58  -0.01
C  -0.22  -2.19  -3.14  0.08
O  -0.52  -0.97  -3.35  0.03
N  0.84  -6.29  -2.81  0.01
O  1.92  -6.60  -2.29  -0.01
O  0.04  -7.15  -3.19  0.02
H  3.03  -2.05  -1.93  0.01
H  2.30  -4.25  -2.01  0.00
H  -1.42  -5.34  -3.80  0.01
H  -2.02  -2.92  -4.01  0.00
C  0.91  0.39  -1.21  -0.11
Ge  1.96  1.69  -0.15  -0.01
C  3.84  1.89  -0.75  0.00
C  4.24  1.61  -2.06  0.00
C  5.54  1.88  -2.48  0.00
C  6.47  2.43  -1.61  0.00
C  6.08  2.73  -0.31  0.00
C  4.79  2.47  0.11  0.00
C  1.36  3.55  -0.20  0.01
C  1.05  4.12  -1.44  0.00
C  0.65  5.45  -1.52  0.00
C  0.56  6.22  -0.37  0.00
C  0.88  5.67  0.86  0.00
C  1.27  4.34  0.94  0.00
C  2.02  1.04  1.70  0.00
C  0.85  1.03  2.46  0.00
C  0.81  0.44  3.71  0.00
C  1.96  -0.15  4.24  0.00
C  3.13  -0.15  3.50  0.00
C  3.16  0.44  2.24  0.00
H  3.54  1.17  -2.75  -0.01
H  5.83  1.65  -3.50  0.00
H  7.48  2.63  -1.94  0.00
H  6.80  3.17  0.38  0.00
H  4.50  2.72  1.12  0.00
H  1.07  3.51  -2.33  0.00
H  0.38  5.87  -2.49  0.00
H  0.24  7.25  -0.44  0.00
H  0.80  6.27  1.76  0.00
H  1.49  3.90  1.91  0.00
H  -0.06  1.47  2.07  0.00
H  -0.12  0.42  4.27  0.00
H  1.93  -0.63  5.21  0.00
H  4.02  -0.62  3.89  0.00
H  4.07  0.41  1.66  0.00
F  -2.69  0.85  -4.05  0.00
C  -1.85  1.46  -3.13  0.02
F  -0.90  2.07  -3.95  0.00
F  -2.62  2.54  -2.71  0.00